48
Properties=species:S:1:pos:R:3 method="wB97M-V/def2-TZVPD" charge=0 e_homo_ha=-0.2923 total_energy_ev=-46145.4188 e_above_lowest_kj_mol=203.4 mol_weight_g_mol=418.47 lumo_ev=-0.11
O 1.1531 -1.9804 0.3395
C 1.8117 -1.8685 -0.7431
O 2.7230 -2.7319 -1.1375
C 1.2989 -0.8380 -1.7126
C 0.7286 -1.2669 -3.0615
C -0.7213 -1.6057 -2.9403
C -1.4711 -1.7918 -1.8477
N -2.8072 -2.0989 -2.3676
C -2.7833 -2.0479 -3.7388
C -3.7990 -2.4223 -4.7332
C -3.5166 -2.0852 -6.0465
C -2.2404 -1.4283 -6.3132
C -1.2625 -1.1872 -5.4114
C -1.5278 -1.5291 -4.1287
N 1.0776 0.4163 -1.4513
C 1.4532 0.9693 -0.2545
C 0.4183 1.5647 0.4836
C 0.6322 2.0451 1.7277
O -0.5075 2.5502 2.3573
C 1.9178 2.0744 2.2541
S 2.1925 3.1312 3.6492
C 1.2219 2.3601 4.9343
C 0.4181 3.2330 5.6601
C -0.6569 2.6867 6.5022
C -0.9266 1.2378 6.4126
C 0.0486 0.4586 5.8416
C 1.1258 0.9941 5.0698
C 3.0074 1.5788 1.5172
C 2.7659 1.0040 0.2759
O 3.8103 0.3655 -0.2998
H 2.6935 -3.3011 -0.3555
H 0.7175 -0.4147 -3.7598
H 1.4157 -2.0462 -3.5585
H -1.1175 -1.4658 -0.9129
H -3.6249 -2.2176 -1.8068
H -4.8403 -2.8385 -4.3885
H -4.3148 -2.1889 -6.8996
H -1.9907 -1.5153 -7.3706
H -0.2279 -0.9409 -5.7016
H -0.5842 1.5769 0.0648
H -0.3701 2.9775 3.2498
H 0.3523 4.4104 5.5710
H -1.3475 3.3173 7.0920
H -1.7512 0.9053 7.0687
H -0.1163 -0.5548 5.9825
H 1.6748 0.2423 4.4100
H 4.0797 1.7295 1.7242
H 3.7673 0.5368 -1.2467